# C5H11O2

A cluster of 2 separate species, C5H11O2 in total (the ωB97M-V functional and the def2-TZVPD basis, the Open Molecules 2025 dataset).

The geometry in XYZ format:
```
18
Properties=species:S:1:pos:R:3:nbo_charge:R:1
C 1.562 -0.532 0.163 -0.02
O 2.479 -0.728 -0.827 -0.92
C 0.136 -0.498 -0.379 -0.43
C -0.960 -0.826 0.659 -0.46
C -1.941 0.295 0.821 -0.13
C -3.069 0.435 0.144 -0.44
H 1.544 -1.396 0.870 0.09
H 1.803 0.384 0.746 0.10
H 0.183 -1.206 -1.209 0.21
H -0.121 0.445 -0.869 0.19
H -1.454 -1.782 0.507 0.20
H -0.435 -0.900 1.621 0.20
H -1.594 1.144 1.410 0.19
H -3.457 -0.342 -0.512 0.18
H -3.770 1.261 0.251 0.18
H 2.903 2.084 -0.704 0.43
H 2.926 0.588 -1.261 0.50
O 3.264 1.574 -1.433 -1.06
```

Its frontier orbital gap is 6.97 eV. For the molar mass, the calculation gives 103.14 g/mol. For the energy relative to the best compared isomer or geometry (same formula, charge and spin), the calculation gives 218.18 kJ/mol. The value obtained for the energy is -9457.768 eV. Its net charge is -1.